{"formula": "C7H8", "method": "wB97M-V/def2-TZVPD", "homo_lumo_gap_ev": [8.60, 7.32], "lumo_ev": [0.83, 0.03], "homo_ev": [-7.7680, -7.2816], "elements": ["C", "C", "C", "C", "C", "C", "C", "H", "H", "H", "H", "H", "H", "H", "H"], "coordinates": [[-1.652, 1.013, -0.154], [-1.356, -0.043, -1.072], [1.560, -0.065, -0.162], [2.259, 0.995, -0.077], [0.684, -1.223, 0.087], [-1.209, 0.318, 0.929], [-0.859, -0.869, 0.077], [-2.137, 2.033, -0.197], [-1.800, -0.356, -1.918], [2.298, 1.763, 0.730], [3.036, 1.260, -0.915], [0.717, -1.909, -0.752], [0.677, -1.709, 1.141], [-1.052, 0.690, 1.879], [-1.166, -1.898, 0.406]]}



{"formula": "C7H8", "method": "wB97M-V/def2-TZVPD", "smiles": "C#CC[C@H](C)C#C", "homo_lumo_gap_ev": 10.60, "lumo_ev": 0.83, "homo_ev": -9.7665, "elements": ["C", "C", "C", "C", "C", "C", "C", "H", "H", "H", "H", "H", "H", "H", "H"], "coordinates": [[-1.250, 0.892, -0.361], [-0.333, 0.017, 0.507], [0.594, -1.040, -0.173], [0.906, -0.801, -1.594], [1.162, -0.632, -2.761], [0.315, 0.711, 1.638], [0.580, 0.930, 2.797], [-0.697, 1.585, -1.002], [-1.951, 0.318, -0.984], [-1.844, 1.472, 0.350], [-0.982, -0.549, 1.179], [1.514, -1.083, 0.423], [0.130, -2.033, -0.062], [1.413, -0.527, -3.799], [0.442, 0.739, 3.842]]}



{"formula": "C7H8", "method": "wB97M-V/def2-TZVPD", "homo_lumo_gap_ev": 11.02, "lumo_ev": 0.93, "homo_ev": -10.0846, "elements": ["C", "C", "C", "C", "C", "C", "C", "H", "H", "H", "H", "H", "H", "H", "H"], "coordinates": [[0.007, 0.978, 1.203], [0.372, -0.277, 0.419], [0.282, -0.118, -1.109], [-1.089, 0.161, -1.554], [-2.220, 0.392, -1.897], [2.126, -0.413, 0.650], [1.551, -1.439, 1.102], [0.677, 1.802, 0.940], [-1.026, 1.268, 0.979], [0.096, 0.795, 2.277], [-0.372, -1.045, 0.683], [0.951, 0.691, -1.421], [0.646, -1.033, -1.588], [-3.218, 0.600, -2.217], [1.219, -2.363, 1.534]]}



{"formula": "C7H8AsNO2S6Ta", "method": "wB97M-V/def2-TZVPD", "charge": 1, "homo_lumo_gap_ev": 7.20, "lumo_ev": -4.68, "homo_ev": -11.8751, "elements": ["Ta", "C", "C", "C", "C", "C", "H", "H", "H", "H", "H", "S", "As", "S", "S", "S", "C", "O", "C", "S", "S", "H", "H", "H", "O", "N"], "coordinates": [[0.904, 0.164, 0.727], [-1.256, 1.475, -1.669], [-2.483, 0.788, -1.171], [-2.784, 1.207, 0.057], [-1.805, 2.230, 0.589], [-0.880, 2.450, -0.594], [-0.992, 1.634, -2.705], [-3.017, 0.037, -1.733], [-3.600, 0.832, 0.658], [-2.280, 3.132, 0.971], [-0.362, 3.374, -0.811], [1.376, 3.480, 4.211], [1.254, 3.312, 2.250], [1.735, -0.239, 2.962], [-0.828, 1.462, 1.973], [2.789, 1.154, 1.836], [1.779, -4.576, -1.216], [0.687, -3.849, -0.588], [0.845, -2.632, -0.189], [2.281, -1.745, -0.324], [-0.521, -1.891, 0.540], [1.293, -5.339, -1.813], [2.382, -5.018, -0.427], [2.366, -3.907, -1.839], [1.247, 1.235, -0.950], [-0.129, 1.231, -0.746]]}



no.,calculated total energy (a.u.),molecular weight (g/mol)
1,-271.266128,92.14
2,-271.363057,92.14
3,-271.303852,92.14
4,-5158.497604,586.42